The following is a DFT calculation (ωB97M-V with the def2-TZVPD basis set) of C20H27BCl2N8OsS3 as an isolated structure.

CARTESIAN COORDINATES (ANGSTROEM)
1 Os 0.2158 0.1576 0.1083
2 Cl -0.5208 2.1043 -1.3668
3 C 0.9011 2.4856 -2.3016
4 C 0.8786 3.6327 -3.0655
5 C 2.0007 3.9614 -3.8129
6 C 3.1229 3.1491 -3.7948
7 C 3.1275 1.9975 -3.0269
8 Cl 4.5217 0.9930 -2.9994
9 C 2.0040 1.6389 -2.2576
10 S 2.0516 0.1412 -1.3646
11 H -0.0028 4.2603 -3.0800
12 H 1.9973 4.8644 -4.4075
13 H 3.9985 3.4052 -4.3752
14 C -3.7926 0.5486 1.6100
15 N -2.8251 1.0396 2.5763
16 C -3.0456 2.0815 3.4386
17 C -1.9249 2.2105 4.1895
18 N -1.0283 1.2479 3.8042
19 B 0.2270 0.9865 4.6996
20 N 1.4828 0.4850 3.9212
21 C 2.4565 -0.2316 4.5650
22 C 3.5501 -0.2856 3.7620
23 N 3.2294 0.3801 2.6096
24 C 4.1384 0.6597 1.5100
25 C 1.9662 0.8389 2.7314
26 S 1.1413 1.7534 1.4994
27 C -1.5904 0.5466 2.8185
28 S -0.9239 -0.8071 1.9503
29 H -4.7780 0.5201 2.0686
30 H -3.5261 -0.4589 1.3071
31 H -3.8305 1.1992 0.7359
32 H -3.9653 2.6402 3.4396
33 H -1.7027 2.9055 4.9800
34 H 0.5164 2.0310 5.2077
35 H -0.0634 0.1545 5.5099
36 H 2.3060 -0.6279 5.5539
37 H 4.5081 -0.7492 3.9215
38 H 4.9401 -0.0733 1.5150
39 H 4.5684 1.6546 1.6206
40 H 3.6117 0.6068 0.5594
41 C -2.2062 -1.7281 -0.8359
42 N -2.7264 -2.7683 -1.6751
43 C -2.7340 -2.3235 -3.0701
44 N -1.3734 -1.9875 -3.4941
45 C -0.8512 -0.9369 -2.6711
46 N -0.7865 -1.3416 -1.2105
47 C 0.0315 -2.6200 -1.1430
48 N -0.5147 -3.6464 -1.9819
49 C -1.8801 -3.9605 -1.5588
50 C -0.5306 -3.1818 -3.3710
51 H -2.2076 -2.0702 0.1976
52 H -2.8331 -0.8388 -0.9287
53 H -3.3773 -1.4477 -3.1723
54 H -3.1199 -3.1198 -3.7036
55 H -1.4913 -0.0581 -2.7557
56 H 0.1566 -0.6881 -3.0037
57 H 0.0490 -2.9590 -0.1035
58 H 1.0467 -2.3994 -1.4715
59 H -1.8692 -4.3014 -0.5223
60 H -2.2820 -4.7530 -2.1870
61 H -0.9288 -3.9685 -4.0093
62 H 0.4872 -2.9491 -3.6890

As for the molar mass: 747.6 u. As for the LUMO energy (alpha / beta): -9.030 / -9.027 eV. Its charge is +2. The total energy comes out at -93779.648 eV. The value obtained for the largest force on an atom is 0.050 Eh/bohr. Its spin multiplicity is 1.

Löwdin population analysis, charges in e, atoms 1 to 5: 0.72, 0.78, -0.60, -0.07, -0.02